Below is a cluster of 6 separate species, C56H132N3O7P2S in total at a distorted geometry, with properties calculated with ωB97M-V/def2-TZVPD.

Output
Energy relative to the best compared isomer or geometry (same formula, charge and spin) in kcal per mole: 136.9
Net charge: +3
HOMO-LUMO gap in eV: 9.11
Calculated total energy in Ha: -3983.656099
Max |F| in hartree/bohr: 0.095

Last column: Löwdin charge in e.
Positions of all 201 atoms, in Å:
S  -0.026  0.029  -0.202  0.139
O  -0.846  -1.125  -0.626  -0.407
O  0.526  -0.151  1.124  -0.368
O  1.068  0.318  -1.134  -0.402
O  -0.958  1.142  -0.282  -0.384
C  -7.199  0.944  1.449  -0.094
C  -6.172  -0.183  1.255  -0.282
C  -4.820  0.145  0.649  -0.195
C  -4.170  -1.148  0.082  -0.249
P  -3.286  -2.295  1.239  1.115
C  -2.572  -3.805  0.253  -0.205
C  -1.896  -4.865  1.157  -0.263
C  -1.624  -6.165  0.440  -0.254
C  -1.037  -7.310  1.306  -0.086
C  -1.884  -1.664  2.333  -0.212
C  -1.594  -2.397  3.677  -0.206
C  -0.846  -1.514  4.721  -0.259
C  -0.805  -2.269  6.043  -0.080
C  -4.568  -3.081  2.248  -0.280
C  -5.714  -3.850  1.443  -0.228
C  -6.617  -4.630  2.365  -0.274
C  -7.964  -4.648  1.660  -0.100
H  -8.170  0.525  1.712  0.078
H  -7.388  1.604  0.602  0.078
H  -6.964  1.511  2.350  0.067
H  -6.753  -0.878  0.649  0.096
H  -6.232  -0.784  2.162  0.099
H  -4.236  0.453  1.516  0.083
H  -4.873  0.834  -0.194  0.126
H  -3.325  -0.928  -0.570  0.050
H  -4.889  -1.655  -0.562  0.102
H  -1.819  -3.339  -0.383  0.054
H  -3.319  -4.341  -0.332  0.088
H  -2.460  -5.058  2.069  0.103
H  -0.991  -4.482  1.628  0.084
H  -1.059  -6.097  -0.490  0.101
H  -2.590  -6.568  0.136  0.109
H  -0.107  -7.053  1.813  0.054
H  -0.812  -8.152  0.651  0.079
H  -1.614  -7.620  2.177  0.078
H  -1.892  -0.575  2.370  0.071
H  -1.028  -1.771  1.666  0.034
H  -1.090  -3.359  3.579  0.095
H  -2.483  -2.792  4.169  0.092
H  -1.279  -0.533  4.918  0.088
H  0.186  -1.336  4.419  0.092
H  -0.851  -1.415  6.720  0.076
H  0.140  -2.800  6.156  0.066
H  -1.610  -3.002  6.084  0.082
H  -4.943  -2.323  2.936  0.089
H  -4.087  -3.902  2.779  0.075
H  -5.262  -4.570  0.761  0.108
H  -6.227  -3.055  0.902  0.082
H  -6.826  -4.224  3.355  0.110
H  -6.214  -5.591  2.686  0.117
H  -7.690  -4.960  0.652  0.074
H  -8.367  -3.641  1.558  0.079
H  -8.688  -5.339  2.092  0.086
C  6.961  -0.813  -2.322  -0.075
C  5.559  -0.316  -2.791  -0.270
C  5.213  1.100  -2.439  -0.230
C  3.665  1.400  -2.676  -0.229
P  3.137  2.966  -1.802  1.040
C  4.267  4.280  -2.524  -0.219
C  3.870  4.671  -3.985  -0.266
C  4.675  5.757  -4.534  -0.264
C  4.365  7.161  -3.915  -0.079
C  3.177  2.649  -0.058  -0.254
C  4.260  3.406  0.778  -0.191
C  5.268  2.435  1.529  -0.238
C  4.647  1.743  2.703  -0.117
C  1.436  3.367  -2.220  -0.241
C  0.983  4.902  -1.793  -0.187
C  -0.404  5.197  -2.425  -0.211
C  -0.512  6.789  -2.692  -0.071
H  7.117  -1.814  -2.725  0.081
H  7.106  -0.840  -1.242  0.060
H  7.708  -0.082  -2.629  0.076
H  4.931  -1.075  -2.324  0.073
H  5.219  -0.437  -3.819  0.115
H  5.859  1.823  -2.937  0.114
H  5.360  1.196  -1.364  0.086
H  3.068  0.543  -2.365  0.055
H  3.470  1.440  -3.748  0.088
H  5.266  3.921  -2.276  0.091
H  4.113  5.168  -1.912  0.086
H  2.822  4.871  -4.205  0.119
H  4.199  3.820  -4.580  0.107
H  4.512  5.557  -5.593  0.117
H  5.763  5.783  -4.475  0.120
H  4.248  7.861  -4.743  0.074
H  5.196  7.616  -3.375  0.076
H  3.438  7.285  -3.357  0.058
H  3.216  1.590  0.198  0.099
H  2.277  3.119  0.337  0.074
H  3.793  4.077  1.498  0.105
H  4.875  4.061  0.161  0.086
H  6.193  2.951  1.787  0.114
H  5.656  1.676  0.850  0.087
H  3.986  2.346  3.325  0.073
H  5.434  1.276  3.296  0.083
H  4.002  0.891  2.489  0.053
H  0.824  2.656  -1.665  0.055
H  1.191  3.181  -3.266  0.084
H  1.630  5.727  -2.088  0.077
H  0.908  4.993  -0.709  0.076
H  -1.276  4.816  -1.893  0.092
H  -0.439  4.732  -3.410  0.082
H  0.401  7.365  -2.538  0.054
H  -1.146  7.380  -2.031  0.067
H  -0.718  6.975  -3.746  0.070
C  5.168  -2.465  0.668  -0.061
C  4.286  -3.688  0.502  -0.124
N  2.771  -3.309  0.357  -0.173
C  2.519  -2.445  -0.937  0.014
C  2.029  -4.663  0.062  -0.132
C  2.333  -5.468  -1.273  -0.034
C  2.158  -2.551  1.690  0.016
C  2.382  -3.281  3.048  -0.190
O  1.619  -4.444  3.195  -0.218
C  1.687  -5.141  4.350  -0.114
H  5.025  -1.562  0.075  0.059
H  6.221  -2.694  0.501  0.091
H  5.231  -2.191  1.721  0.082
H  4.429  -4.357  1.351  0.130
H  4.391  -4.276  -0.409  0.114
H  2.912  -2.778  -1.897  0.089
H  2.970  -1.472  -0.737  0.065
H  1.468  -2.160  -0.894  0.070
H  0.979  -4.371  0.050  0.104
H  2.227  -5.273  0.943  0.114
H  1.589  -6.126  -1.722  0.085
H  3.238  -5.993  -0.967  0.073
H  2.639  -4.849  -2.116  0.055
H  1.085  -2.369  1.634  0.101
H  2.680  -1.596  1.618  0.111
H  2.169  -2.508  3.787  0.121
H  3.375  -3.597  3.367  0.125
H  0.828  -5.812  4.334  0.105
H  1.795  -4.494  5.220  0.092
H  2.606  -5.728  4.341  0.098
C  0.981  -2.357  -4.782  -0.050
C  0.381  -1.139  -4.051  -0.144
N  -0.909  -0.504  -4.645  -0.187
C  -0.605  0.069  -6.082  0.038
C  -2.029  -1.543  -4.940  -0.114
C  -2.539  -2.194  -3.581  -0.047
C  -1.443  0.625  -3.640  -0.019
C  -2.315  1.750  -4.358  -0.135
O  -3.479  1.123  -5.076  -0.231
C  -4.216  2.096  -5.873  -0.065
H  0.255  -3.102  -5.105  0.074
H  1.734  -2.862  -4.177  0.068
H  1.471  -2.178  -5.739  0.080
H  1.118  -0.339  -3.987  0.114
H  0.088  -1.495  -3.063  0.091
H  -1.537  0.529  -6.411  0.086
H  -0.315  -0.662  -6.837  0.107
H  0.185  0.811  -5.975  0.103
H  -1.633  -2.376  -5.520  0.110
H  -2.839  -1.082  -5.504  0.118
H  -3.258  -1.597  -3.019  0.065
H  -1.842  -2.680  -2.899  0.066
H  -3.134  -3.048  -3.905  0.081
H  -0.607  1.078  -3.106  0.097
H  -1.878  0.128  -2.773  0.099
H  -1.751  2.464  -4.958  0.112
H  -2.648  2.391  -3.542  0.117
H  -3.687  2.368  -6.787  0.087
H  -4.474  2.955  -5.253  0.092
H  -5.086  1.559  -6.250  0.095
C  -3.025  2.448  3.773  -0.027
C  -2.320  2.730  2.391  -0.108
N  -1.107  3.681  2.552  -0.214
C  -1.035  4.504  1.314  -0.021
C  -1.017  4.609  3.831  -0.092
C  -2.214  5.555  3.711  -0.067
C  0.119  2.827  2.483  -0.134
C  0.249  1.838  3.576  -0.195
O  0.325  2.449  4.838  -0.170
C  0.883  1.743  5.793  -0.162
H  -3.648  1.614  3.450  0.064
H  -3.708  3.179  4.205  0.085
H  -2.357  2.067  4.546  0.075
H  -2.952  3.028  1.555  0.132
H  -1.936  1.797  1.980  0.087
H  -0.230  5.236  1.362  0.112
H  -1.963  5.066  1.211  0.106
H  -0.856  3.903  0.422  0.091
H  0.006  4.931  4.024  0.143
H  -1.348  4.055  4.710  0.105
H  -3.058  5.096  3.196  0.075
H  -2.001  6.477  3.171  0.083
H  -2.605  5.847  4.686  0.097
H  0.996  3.475  2.478  0.139
H  0.137  2.252  1.558  0.098
H  1.233  1.415  3.370  0.128
H  -0.478  1.027  3.572  0.104
H  0.339  0.932  6.278  0.083
H  0.969  2.403  6.656  0.110
H  1.849  1.285  5.582  0.100

Cartesian forces (eV/Å) of the 3 atoms listed first:
S -0.99 0.44 -1.50
O 0.42 -1.81 -0.21
O 0.54 -0.28 1.86

=====

Below is a cluster of 10 separate species, C56H141N9O19 in total at a distorted geometry, with properties calculated with ωB97M-V/def2-TZVPD.

Output
Energy relative to the best compared isomer or geometry (same formula, charge and spin) in kcal per mole: 0.0
HOMO-LUMO gap in eV: 8.79
Calculated total energy in Ha: -4140.080598
SMILES: COCCNCCOC.COCCNCCOC.COCCNCCOC.COCCNCCOC.COCCNCCOC.COCCNCCOC.COCCNCCOC.COCCNCCOC.COCCNCCOC.CCO
Max |F| in hartree/bohr: 0.056

Last column: Löwdin charge in e.
Positions of all 225 atoms, in Å:
C  0.428  -1.496  0.518  -0.040
C  -0.644  -0.397  0.297  -0.298
O  -0.677  0.025  -1.031  -0.074
H  0.491  -1.743  1.577  0.057
H  1.423  -1.198  0.185  0.060
H  0.113  -2.428  0.049  0.059
H  -0.393  0.505  0.854  0.098
H  -1.598  -0.794  0.647  0.086
H  -0.853  -0.753  -1.566  0.045
C  -6.215  3.480  1.097  -0.106
O  -7.558  3.534  0.659  -0.190
C  -7.774  4.108  -0.666  -0.171
C  -6.985  3.484  -1.831  -0.221
N  -7.321  2.058  -1.837  -0.055
C  -6.425  1.193  -2.601  -0.179
C  -5.103  0.877  -1.883  -0.218
O  -5.418  0.535  -0.542  -0.172
C  -4.240  0.155  0.121  -0.116
H  -5.609  2.932  0.375  0.066
H  -6.102  2.994  2.066  0.085
H  -5.745  4.463  1.137  0.077
H  -7.576  5.176  -0.570  0.114
H  -8.835  4.017  -0.897  0.121
H  -5.920  3.713  -1.865  0.104
H  -7.339  3.954  -2.748  0.113
H  -7.275  1.844  -0.851  0.082
H  -6.183  1.730  -3.519  0.119
H  -6.970  0.265  -2.774  0.113
H  -4.377  1.687  -1.948  0.111
H  -4.616  0.088  -2.456  0.109
H  -4.454  -0.047  1.170  0.090
H  -3.335  0.761  0.062  0.082
H  -3.887  -0.783  -0.307  0.058
C  4.302  2.042  5.385  -0.079
O  4.903  2.453  4.150  -0.166
C  4.130  2.280  3.000  -0.232
C  4.987  2.471  1.731  -0.174
N  4.316  2.232  0.445  -0.058
C  3.855  0.868  0.162  -0.201
C  3.356  0.676  -1.283  -0.163
O  4.436  0.824  -2.237  -0.220
C  5.476  -0.119  -2.163  -0.102
H  3.955  1.014  5.490  0.076
H  3.527  2.737  5.707  0.079
H  5.101  2.064  6.125  0.084
H  3.276  2.957  3.003  0.098
H  3.673  1.290  3.009  0.105
H  5.816  1.773  1.850  0.105
H  5.602  3.368  1.807  0.121
H  4.914  2.438  -0.342  0.104
H  3.050  0.650  0.865  0.096
H  4.699  0.259  0.485  0.110
H  2.613  1.450  -1.478  0.113
H  2.858  -0.272  -1.486  0.101
H  6.182  0.224  -1.407  0.087
H  5.983  -0.274  -3.116  0.084
H  5.033  -1.071  -1.870  0.071
C  3.591  -3.129  2.203  -0.102
O  3.938  -3.116  0.836  -0.185
C  3.352  -4.123  0.057  -0.223
C  3.620  -3.932  -1.446  -0.192
N  4.994  -4.329  -1.717  -0.049
C  5.372  -4.212  -3.140  -0.166
C  4.458  -4.989  -4.143  -0.190
O  4.872  -4.960  -5.514  -0.219
C  3.944  -5.464  -6.450  -0.117
H  3.832  -4.067  2.704  0.073
H  2.506  -3.122  2.304  0.071
H  4.075  -2.258  2.645  0.096
H  2.279  -4.210  0.231  0.097
H  3.699  -5.081  0.445  0.122
H  3.483  -2.890  -1.736  0.101
H  2.867  -4.390  -2.088  0.099
H  5.554  -3.732  -1.125  0.104
H  6.407  -4.496  -3.329  0.117
H  5.388  -3.162  -3.434  0.089
H  3.387  -4.787  -4.135  0.093
H  4.510  -6.059  -3.939  0.123
H  2.951  -5.075  -6.226  0.081
H  4.043  -6.544  -6.346  0.085
H  4.179  -5.286  -7.500  0.087
C  0.681  3.288  4.954  -0.047
O  1.130  1.913  5.115  -0.212
C  0.780  1.030  4.069  -0.210
C  1.301  -0.370  4.378  -0.214
N  0.271  -1.117  5.009  -0.067
C  0.693  -2.494  5.323  -0.185
C  2.007  -2.678  6.130  -0.155
O  3.158  -2.618  5.201  -0.224
C  4.269  -3.420  5.564  -0.129
H  1.271  3.695  4.133  0.065
H  1.032  3.807  5.846  0.091
H  -0.403  3.341  4.846  0.079
H  1.359  1.401  3.224  0.088
H  -0.268  0.982  3.774  0.097
H  2.073  -0.268  5.140  0.101
H  1.682  -0.898  3.504  0.111
H  -0.021  -0.687  5.875  0.115
H  0.839  -3.069  4.409  0.101
H  -0.199  -2.905  5.795  0.116
H  1.940  -3.666  6.586  0.108
H  2.124  -1.987  6.965  0.119
H  5.060  -3.417  4.813  0.077
H  4.040  -4.484  5.624  0.081
H  4.776  -3.115  6.480  0.085
C  -2.925  1.068  3.671  -0.111
O  -2.936  2.465  3.414  -0.222
C  -3.881  3.158  4.219  -0.185
C  -3.926  4.711  3.932  -0.183
N  -2.737  5.359  4.430  -0.054
C  -2.689  6.794  4.115  -0.200
C  -1.367  7.394  4.643  -0.187
O  -0.182  6.745  4.130  -0.207
C  0.118  7.130  2.801  -0.102
H  -3.927  0.641  3.672  0.087
H  -2.366  0.825  4.574  0.080
H  -2.354  0.585  2.878  0.071
H  -3.548  2.949  5.235  0.119
H  -4.852  2.699  4.036  0.101
H  -4.758  5.137  4.492  0.123
H  -4.047  4.882  2.863  0.083
H  -1.852  5.020  4.080  0.072
H  -3.488  7.394  4.551  0.118
H  -2.758  6.929  3.035  0.096
H  -1.290  7.332  5.728  0.120
H  -1.334  8.452  4.382  0.110
H  1.112  6.751  2.563  0.087
H  0.174  8.213  2.696  0.091
H  -0.595  6.645  2.133  0.056
C  1.599  -6.111  3.275  -0.116
O  0.529  -5.518  2.579  -0.193
C  0.265  -6.199  1.346  -0.206
C  -0.910  -5.523  0.648  -0.186
N  -1.182  -5.855  -0.760  -0.048
C  -0.047  -5.677  -1.608  -0.209
C  -0.172  -6.662  -2.813  -0.176
O  0.942  -6.467  -3.714  -0.215
C  0.906  -7.093  -4.979  -0.113
H  2.547  -5.984  2.752  0.074
H  1.372  -7.153  3.503  0.090
H  1.721  -5.665  4.262  0.079
H  -0.045  -7.228  1.530  0.126
H  1.183  -6.238  0.759  0.096
H  -0.819  -4.441  0.744  0.096
H  -1.783  -5.811  1.233  0.107
H  -2.008  -5.383  -1.100  0.067
H  0.921  -5.901  -1.160  0.103
H  -0.113  -4.643  -1.946  0.096
H  -1.103  -6.458  -3.342  0.104
H  -0.227  -7.717  -2.541  0.121
H  0.796  -8.173  -5.082  0.089
H  1.880  -6.911  -5.433  0.051
H  0.186  -6.542  -5.584  0.089
C  0.115  -2.121  -3.675  -0.075
O  -1.082  -2.357  -2.921  -0.217
C  -1.935  -3.363  -3.409  -0.203
C  -3.296  -3.297  -2.680  -0.165
N  -3.263  -3.788  -1.305  -0.056
C  -4.532  -3.625  -0.548  -0.172
C  -4.234  -3.829  0.920  -0.205
O  -3.135  -2.988  1.332  -0.230
C  -2.720  -3.239  2.669  -0.092
H  0.634  -1.360  -3.091  0.072
H  -0.182  -1.703  -4.637  0.085
H  0.779  -2.960  -3.883  0.086
H  -1.413  -4.319  -3.418  0.092
H  -2.141  -3.279  -4.477  0.122
H  -4.052  -3.747  -3.324  0.120
H  -3.669  -2.276  -2.610  0.102
H  -2.560  -3.227  -0.845  0.093
H  -5.331  -4.274  -0.907  0.129
H  -4.877  -2.592  -0.564  0.096
H  -3.963  -4.881  1.001  0.111
H  -5.084  -3.616  1.568  0.127
H  -3.416  -2.690  3.304  0.086
H  -1.743  -2.801  2.873  0.078
H  -2.685  -4.305  2.897  0.085
C  5.039  -1.689  -7.728  -0.096
O  3.884  -1.073  -7.174  -0.194
C  3.928  -1.069  -5.752  -0.218
C  3.156  0.130  -5.223  -0.183
N  1.753  0.134  -5.692  -0.045
C  1.058  1.376  -5.459  -0.202
C  0.387  1.495  -4.092  -0.219
O  -0.467  2.618  -3.972  -0.165
C  -0.962  2.813  -2.658  -0.106
H  5.908  -1.129  -7.382  0.083
H  5.026  -1.628  -8.816  0.090
H  5.172  -2.705  -7.356  0.075
H  4.949  -1.058  -5.371  0.107
H  3.503  -2.030  -5.461  0.116
H  3.747  1.027  -5.410  0.125
H  3.087  0.037  -4.139  0.096
H  1.850  0.005  -6.689  0.099
H  0.202  1.384  -6.134  0.121
H  1.677  2.241  -5.696  0.120
H  1.184  1.555  -3.350  0.105
H  -0.139  0.579  -3.823  0.099
H  -1.501  1.942  -2.287  0.065
H  -1.651  3.646  -2.520  0.070
H  -0.133  2.994  -1.973  0.079
C  -2.753  8.483  -2.798  -0.099
O  -3.080  8.197  -1.428  -0.213
C  -1.922  7.990  -0.575  -0.189
C  -1.546  6.506  -0.458  -0.206
N  -2.546  5.762  0.297  -0.053
C  -2.355  4.312  0.505  -0.149
C  -1.013  3.847  1.175  -0.226
O  0.098  4.070  0.373  -0.201
C  1.377  3.709  1.024  -0.050
H  -2.341  9.491  -2.835  0.083
H  -3.604  8.338  -3.464  0.085
H  -1.999  7.773  -3.138  0.078
H  -2.073  8.494  0.380  0.116
H  -1.108  8.566  -1.015  0.110
H  -0.558  6.460  0.000  0.098
H  -1.401  6.020  -1.422  0.109
H  -3.507  6.016  0.115  0.105
H  -2.472  3.856  -0.478  0.093
H  -3.133  4.050  1.222  0.080
H  -1.116  2.779  1.371  0.101
H  -0.986  4.289  2.171  0.099
H  1.455  2.633  1.181  0.066
H  1.590  4.334  1.891  0.065
H  2.118  4.015  0.285  0.083

Cartesian forces (eV/Å) of the 3 atoms listed first:
C -0.68 0.35 0.43
C 1.28 -0.59 0.67
O -0.21 0.14 -0.65